Molecular formula: C13H16NOSm
Method: DFT, ωB97M-V/def2-TZVPD

Each line ends with the Löwdin spin population.
Atoms and positions in Å:
C -2.294 0.645 -1.340  0.0013
C -1.369 1.744 -1.367  -0.0004
H -2.754 0.338 -0.399  0.0007
H -2.712 0.263 -2.264  0.0010
H -1.078 2.193 -2.307  0.0014
H -1.126 2.276 -0.448  -0.0003
Sm -0.130 -0.215 -1.096  5.0733
C -0.003 -1.981 -2.739  -0.0124
C -0.118 -0.772 -3.521  -0.0100
C 1.867 -0.617 -2.317  -0.0134
C 1.220 -1.885 -1.982  -0.0139
H -0.949 -0.524 -4.193  0.0003
H 1.245 1.036 -3.714  0.0002
H 2.790 -0.226 -1.864  -0.0002
C 1.037 0.051 -3.273  -0.0117
H 1.547 -2.588 -1.209  0.0001
H -0.724 -2.811 -2.695  -0.0002
O 1.490 -1.098 0.359  -0.0073
C 1.505 -1.074 1.794  -0.0005
C 0.568 0.017 2.194  0.0001
C 0.570 0.230 3.551  -0.0001
C -0.381 1.078 4.048  0.0003
C -1.286 1.620 3.155  -0.0004
C -1.231 1.311 1.807  -0.0002
N -0.291 0.510 1.276  -0.0075
H 2.255 -1.652 0.212  0.0001
H 1.068 -1.987 2.144  -0.0001
H 2.513 -0.882 2.157  -0.0001
H 1.278 -0.276 4.196  0.0000
H -0.412 1.271 5.106  0.0000
H -2.068 2.272 3.538  -0.0001
H -2.028 1.734 1.191  -0.0001

Computed properties:
- Spin multiplicity: 6
- E: -35163.3154 eV
- Kohn-Sham gap (spin up / spin down): 7.3 / 7.4 eV
- Net charge: +2
- LUMO energy (spin up / spin down): -0.33818 / -0.33065 hartree

***

Molecular formula: C30H27BrN3NiO3S
Method: DFT, ωB97M-V/def2-TZVPD

Each line ends with the Mulliken charge.
Atoms and positions in Å:
Ni -1.297 0.254 0.553  -0.1529
C 1.099 2.161 -1.090  -1.4390
C -0.314 2.648 -1.205  1.5378
C -0.470 3.931 -1.790  -1.1055
C -1.711 4.416 -2.034  -0.9191
C -2.836 3.631 -1.703  1.1906
C -4.148 4.078 -1.977  -0.8925
C -5.208 3.281 -1.642  -0.5485
C -5.003 2.045 -1.022  -0.4807
C -3.739 1.570 -0.721  0.6281
S -3.475 0.059 0.056  -0.7442
C -2.615 2.382 -1.087  -0.7884
N -1.341 1.912 -0.832  0.5767
H 1.555 2.197 -2.082  0.5491
H 1.162 1.152 -0.702  -0.3997
H 1.670 2.820 -0.432  0.5152
H 0.420 4.488 -2.047  0.5003
H -1.859 5.388 -2.491  0.3728
H -4.288 5.045 -2.445  0.3451
H -6.221 3.606 -1.848  0.3543
H -5.856 1.436 -0.752  0.4327
C -0.923 -2.941 -1.367  -1.7782
N -1.038 -2.151 -0.157  0.3946
C -1.280 -2.802 0.920  -0.0093
C -1.498 -2.137 2.161  -0.1634
C -1.734 -2.640 3.442  -0.9767
C -1.931 -1.522 4.262  -0.8176
C -1.820 -0.401 3.437  -0.7851
N -1.566 -0.774 2.175  0.9263
C 0.410 -3.653 -1.489  0.6654
C 0.555 -4.727 -2.362  -0.5254
C 1.781 -5.356 -2.522  -0.5434
C 2.884 -4.919 -1.803  -0.4568
C 2.746 -3.855 -0.924  -0.6656
C 1.520 -3.227 -0.763  0.2786
H -1.031 -2.265 -2.222  0.4229
H -1.735 -3.675 -1.452  0.4015
H -1.354 -3.898 0.916  0.3161
H -1.744 -3.679 3.732  0.4721
H -2.135 -1.517 5.321  0.4270
H -1.914 0.644 3.684  0.5021
H -0.305 -5.072 -2.925  0.3742
H 1.872 -6.192 -3.204  0.3681
H 3.841 -5.412 -1.921  0.3722
H 3.599 -3.510 -0.352  0.4115
H 1.410 -2.400 -0.072  0.2580
C 1.136 -0.588 -3.222  -0.4227
O -0.111 0.061 -3.070  -0.5257
H 1.026 -1.672 -3.316  0.1991
H 1.812 -0.384 -2.387  0.1275
H 1.592 -0.205 -4.137  0.3377
H -0.372 0.058 -2.137  0.2106
Br 3.963 4.007 5.110  -0.2350
C 3.627 2.615 3.858  -0.0408
C 4.670 1.787 3.478  -0.3214
C 4.419 0.772 2.567  -0.7947
C 3.147 0.595 2.047  -0.3216
C 2.111 1.437 2.436  0.2019
C 2.352 2.456 3.348  -0.4109
C 0.723 1.284 1.858  0.4264
O -0.153 2.096 2.158  -0.6648
O 0.575 0.306 1.053  0.0002
H 5.658 1.935 3.891  0.3928
H 5.225 0.116 2.264  0.4014
H 2.930 -0.196 1.342  0.4644
H 1.535 3.102 3.637  0.5742

Computed properties:
- E: -164085.8912 eV
- Kohn-Sham gap (spin up / spin down): 6.8 / 6.8 eV
- Net charge: -1
- LUMO energy (spin up / spin down): 0.09134 / 0.09134 hartree

***

> Which formula does entry 2 have?

C30H27BrN3NiO3S